A 16-piece molecular cluster, C91H217N17O16 overall in a non-equilibrium geometry, computed with ωB97M-V/def2-TZVPD.

Summary:
HOMO level = -8.40 eV
Strongest force on any atom = 4.5 eV Å⁻¹
DFT total energy = -5731.6022 hartree

The geometry in XYZ format:
```
341
Properties=species:S:1:pos:R:3:forces:R:3:mulliken_charge:R:1
C -3.2665 -15.2046 -34.6724 -2.2 0.7 -0.6 -1.47
C -3.3000 -16.7151 -34.6188 -0.6 -0.3 1.6 1.93
C -4.1311 -17.3179 -35.7212 1.1 0.7 -2.2 -1.17
C -3.3637 -17.0629 -37.0471 1.0 -3.2 1.4 -0.81
C -2.0222 -17.8244 -36.9303 -0.1 -0.8 0.7 -1.41
C -1.1432 -17.4047 -35.7428 1.2 0.4 -0.4 1.73
N -1.9745 -17.3715 -34.5723 -0.2 0.2 1.6 -0.47
O -1.1997 -16.7507 -33.4821 -0.7 0.8 -1.9 2.05
C -0.0089 -18.4565 -35.4666 -0.9 -0.2 -0.4 -1.81
C -0.4680 -16.0204 -36.0573 -0.2 -1.1 0.0 -1.08
C -3.9965 -17.0772 -33.2905 -0.9 1.2 -0.5 -2.59
H -3.0999 -14.7871 -35.6614 0.4 0.1 0.1 0.46
H -2.6621 -14.7674 -33.9260 1.3 0.3 0.6 -0.07
H -4.2740 -14.8050 -34.3910 0.5 -0.5 -0.3 0.05
H -4.2352 -18.3855 -35.5989 -0.3 -0.3 0.2 0.42
H -5.0794 -16.8152 -35.8356 -0.5 0.0 0.6 0.36
H -3.1257 -16.0662 -37.1351 0.1 2.4 -0.6 0.51
H -3.8193 -17.4631 -37.9287 -0.8 0.1 -0.5 0.50
H -1.4015 -17.6779 -37.7913 0.2 0.0 -0.8 0.48
H -2.2147 -18.9202 -36.8441 0.0 0.6 -0.1 0.32
H -0.4506 -19.2840 -34.8857 -0.1 0.0 -0.7 0.36
H 0.4113 -18.8327 -36.4471 -0.1 0.5 1.3 0.38
H 0.7067 -18.0656 -34.7375 0.4 0.3 -0.7 0.15
H -1.2612 -15.3186 -36.2642 0.0 0.4 -0.3 0.24
H 0.0633 -15.6891 -35.1531 0.1 -0.1 -0.6 -0.30
H 0.1746 -16.1377 -36.9634 -0.3 0.3 0.8 0.55
H -4.2291 -18.0981 -33.1870 0.5 -1.7 0.1 0.76
H -5.0202 -16.6610 -33.2073 0.6 0.5 -0.3 0.44
H -3.4009 -16.6903 -32.4953 0.3 0.1 0.9 0.22
H -1.1700 -17.4227 -32.8255 0.0 -1.3 1.0 -0.61
C 3.0811 -8.2050 -27.7285 -0.7 0.2 -0.4 -1.39
C 3.8745 -8.0353 -29.0772 -0.2 -0.1 0.7 2.33
C 4.7662 -9.2519 -29.3905 -1.3 -0.4 0.0 -1.53
C 3.8595 -10.4814 -29.6875 0.0 0.7 0.0 -0.05
C 3.0308 -10.1726 -30.9110 0.2 1.8 -0.4 -0.74
C 2.1320 -8.9169 -30.7227 -1.3 -0.5 -0.3 2.91
N 2.9819 -7.8240 -30.2787 0.7 1.4 1.3 -0.17
O 2.1373 -6.6734 -29.8902 0.3 -0.7 -0.8 -0.53
C 1.5033 -8.4222 -32.0720 1.2 -0.5 0.4 -1.62
C 1.0345 -9.2144 -29.6943 -1.4 0.3 -0.1 0.44
C 4.7475 -6.8009 -28.9688 0.2 1.0 0.1 -2.25
H 3.5689 -8.0369 -26.7668 0.9 0.5 -0.4 0.44
H 2.6599 -9.1966 -27.5684 0.0 0.1 -0.3 -0.12
H 2.2647 -7.4632 -27.7948 0.2 -0.5 0.3 0.28
H 5.3801 -8.9912 -30.2614 0.0 -0.3 0.1 0.36
H 5.4049 -9.4353 -28.5371 0.3 0.0 0.2 0.49
H 3.2138 -10.7912 -28.8549 0.2 0.5 0.1 -0.42
H 4.4147 -11.3643 -29.8829 1.0 -0.8 -0.3 0.68
H 2.4164 -10.9698 -31.2256 -0.9 -1.1 0.0 -0.74
H 3.6814 -9.9889 -31.7784 0.1 0.1 0.2 0.61
H 0.9552 -9.1623 -32.6768 0.3 -0.1 0.5 -0.29
H 0.8165 -7.6121 -31.8342 0.1 0.2 -0.2 -0.09
H 2.4020 -8.0907 -32.6349 -0.9 0.2 -0.1 0.66
H 0.2378 -9.8971 -30.0852 0.8 0.3 0.1 -0.02
H 1.4975 -9.6626 -28.8214 -0.5 -0.1 0.0 -0.97
H 0.4795 -8.2712 -29.3958 0.8 -1.0 -0.3 -0.27
H 5.2703 -6.6049 -29.8946 0.1 0.0 -0.4 0.50
H 5.4984 -6.8618 -28.2022 0.5 -0.7 0.4 0.47
H 4.2698 -5.8574 -28.6761 -0.6 -0.4 -0.3 0.31
H 2.3949 -5.9899 -30.5240 0.1 -0.2 0.1 0.35
C -1.1374 -8.7469 -35.1398 1.1 0.1 -1.3 -1.45
C -2.5391 -8.6824 -34.6005 -0.8 0.8 -1.3 1.88
C -2.5750 -8.0266 -33.2371 -1.1 -1.1 0.3 -0.77
C -3.9828 -7.4627 -32.8871 0.2 -1.2 -1.0 1.34
C -4.3485 -6.4409 -33.9778 0.1 -0.9 2.1 -3.03
C -4.4198 -7.0829 -35.3130 -1.2 -0.4 -1.4 3.11
N -3.0984 -7.6391 -35.5734 -0.7 -1.7 -0.6 -0.16
O -3.1480 -8.2882 -36.8709 0.7 1.1 0.3 -0.53
C -5.6278 -8.0901 -35.3814 -0.7 0.3 -1.2 -2.32
C -4.6860 -5.9914 -36.4224 0.9 -0.2 -0.8 -2.06
C -3.2201 -10.0603 -34.5714 0.7 -0.5 -0.3 0.53
H -0.3902 -9.1093 -34.4558 0.1 -0.5 0.5 -0.08
H -0.8572 -7.7027 -35.3528 0.1 -0.4 0.0 0.56
H -1.0453 -9.3085 -36.1172 -0.3 0.5 1.2 0.30
H -2.0379 -8.6755 -32.5223 -0.7 0.0 0.1 -0.12
H -1.9465 -7.2049 -33.3163 1.3 1.9 -0.1 0.84
H -3.9557 -7.0189 -31.9030 -0.2 0.1 0.1 -0.81
H -4.8045 -8.2085 -32.9813 0.8 0.0 0.7 -0.18
H -3.5886 -5.7092 -33.8937 0.6 1.3 -0.5 0.54
H -5.2961 -6.0467 -33.6605 -0.6 0.6 -0.3 0.68
H -5.7666 -8.4128 -36.4270 0.4 -0.3 0.2 0.65
H -5.8349 -8.9634 -34.7474 1.0 0.5 0.1 -0.23
H -6.5341 -7.4975 -35.3248 -0.2 0.5 0.5 0.73
H -5.1231 -5.1221 -35.9799 -0.1 0.7 0.6 0.42
H -3.7067 -5.7124 -36.8986 -0.9 -0.2 0.6 0.42
H -5.3911 -6.1888 -37.2611 0.5 -0.7 0.6 0.29
H -3.9448 -10.1083 -33.7701 -0.4 0.0 0.0 -0.71
H -2.3868 -10.7411 -34.2522 -0.8 0.1 -0.5 -0.40
H -3.6936 -10.4069 -35.5450 0.8 0.3 1.2 0.12
H -3.8387 -8.9484 -36.8377 -0.5 -0.4 0.2 0.43
C -4.1376 -14.7799 -29.4053 0.9 -1.4 0.1 -1.30
C -3.3084 -13.5197 -29.3301 2.1 -3.5 -1.8 3.16
C -2.4751 -13.3476 -30.7014 -0.4 0.0 0.8 0.20
C -1.9256 -11.9287 -30.8613 -0.4 -0.3 -1.5 0.39
C -3.0309 -10.9370 -30.7063 -0.5 1.1 0.0 0.65
C -3.7399 -11.0649 -29.3464 -0.1 -0.7 -0.5 3.25
N -4.2421 -12.4841 -29.2588 -0.8 2.9 1.4 0.53
O -5.1001 -12.6052 -28.0773 1.0 0.0 0.2 0.92
C -2.8483 -10.5346 -28.2171 -0.9 -0.3 0.4 2.29
C -4.9793 -10.2288 -29.4324 -0.9 0.4 0.4 -1.09
C -2.3397 -13.7538 -28.1878 1.8 2.7 -1.2 0.38
H -4.4656 -15.0571 -28.4198 -0.6 0.1 0.5 -0.43
H -3.6256 -15.6854 -29.7508 0.6 0.3 -0.2 -0.44
H -4.9402 -14.6453 -30.0628 -1.5 0.2 -0.8 0.34
H -1.6096 -14.0283 -30.8929 -0.8 0.0 0.9 -0.72
H -3.2002 -13.5937 -31.4932 0.2 0.4 -0.1 -0.36
H -1.5212 -11.9038 -31.8924 0.1 0.3 0.5 0.09
H -1.1462 -11.6199 -30.1829 0.6 -0.5 0.4 -0.95
H -3.7805 -11.0716 -31.4794 -0.3 -0.3 -0.2 -0.25
H -2.7067 -9.8725 -30.8505 0.0 -0.8 0.4 -0.94
H -2.9958 -11.1397 -27.3016 0.1 0.4 -0.3 -1.10
H -1.8064 -10.5247 -28.4791 0.4 0.0 -0.1 -1.54
H -3.1838 -9.5086 -28.0438 0.3 -0.1 0.3 -0.92
H -5.6961 -10.7164 -30.0884 -0.1 0.1 -0.3 0.12
H -5.4870 -10.0694 -28.4752 0.2 -0.2 0.0 -0.75
H -4.7151 -9.2467 -29.8034 -0.1 0.3 -0.3 -0.10
H -1.7300 -14.6703 -28.3160 -0.7 0.3 0.3 -0.10
H -2.8882 -13.6347 -27.2691 0.4 -0.4 0.7 0.03
H -1.6105 -12.8780 -28.3574 -0.6 -1.3 1.1 -1.17
H -4.5789 -12.5585 -27.2157 -0.4 -0.1 -1.2 -0.56
C -5.4507 -3.9570 -31.1114 0.2 0.2 0.1 -1.56
C -4.4514 -4.3651 -30.0326 0.2 -0.1 1.1 1.92
C -4.8268 -5.7661 -29.5437 0.0 -1.2 -1.1 -1.89
C -3.6984 -6.4451 -28.8133 -0.4 -1.4 -0.8 1.92
C -2.4100 -6.4015 -29.5997 1.2 0.7 0.6 -0.22
C -1.9379 -4.9607 -29.9396 -1.2 -1.0 0.7 1.81
N -3.1065 -4.3405 -30.6501 1.4 -0.2 0.3 1.12
O -2.6836 -2.9775 -30.8170 -1.2 0.3 0.9 -0.64
C -1.3899 -4.2540 -28.6568 -2.6 0.5 0.2 -1.50
C -0.7971 -4.9546 -30.9182 0.0 0.1 -1.7 -1.35
C -4.4827 -3.4741 -28.7624 -2.0 0.6 -1.1 -2.08
H -5.5706 -2.8847 -31.1175 -0.1 0.4 -0.2 0.36
H -6.4148 -4.4097 -30.9232 -0.3 0.0 0.2 0.31
H -5.1250 -4.3001 -32.1025 0.1 0.1 0.3 0.19
H -5.6361 -5.6635 -28.8307 -0.5 0.1 -0.2 1.31
H -5.1881 -6.4526 -30.3697 0.3 0.9 0.7 -0.08
H -3.9594 -7.5417 -28.7051 0.2 1.2 0.4 -1.11
H -3.5956 -5.9706 -27.8537 0.1 -0.1 0.5 -0.48
H -2.4149 -7.0174 -30.4959 -0.2 -0.1 -0.1 -0.55
H -1.6451 -6.8072 -28.9388 0.4 -0.3 -0.1 0.34
H -0.4383 -4.6447 -28.4527 1.4 -0.5 0.4 0.49
H -1.3317 -3.1803 -28.8096 0.2 0.1 -0.2 0.29
H -2.0281 -4.3628 -27.7349 0.7 -0.2 -1.0 0.05
H -0.9775 -5.4620 -31.8848 -0.6 0.2 0.3 0.18
H -0.5737 -3.9142 -31.1529 0.3 0.0 0.0 0.74
H 0.0974 -5.4401 -30.6043 0.7 -0.3 1.0 -0.48
H -5.4690 -3.4290 -28.2997 -0.4 -0.8 0.0 0.55
H -4.4800 -2.4599 -29.1037 1.1 0.9 0.0 0.45
H -3.8110 -3.7162 -27.9742 0.7 0.0 0.2 0.12
H -2.3943 -2.9407 -31.7110 0.2 0.0 -1.2 0.32
C -10.9036 -12.1486 -32.2389 1.2 -1.3 -2.3 -1.39
C -9.8794 -12.0979 -33.4918 1.2 0.4 0.7 1.35
C -9.5716 -10.6156 -33.9235 -1.6 -0.4 1.1 -1.42
C -8.4204 -10.2983 -34.8781 -0.4 -1.7 -0.1 -0.70
C -7.1918 -11.0072 -34.2520 -1.8 -0.9 -1.1 -1.87
C -7.3518 -12.5197 -33.9322 -0.2 -0.6 1.2 1.53
N -8.5637 -12.6150 -33.0043 0.4 -0.5 -1.0 0.97
O -8.7464 -14.0030 -32.6385 -0.1 0.7 -2.1 -0.57
C -7.3224 -13.4993 -35.1590 1.7 1.0 1.2 -1.89
C -6.0609 -12.9056 -33.0628 0.1 1.7 0.0 -1.55
C -10.4763 -12.8508 -34.6371 -0.4 0.0 -0.7 -1.60
H -10.2858 -11.9794 -31.3371 -0.9 -0.1 -0.3 0.08
H -11.4677 -13.1651 -32.2994 1.1 1.9 0.6 0.29
H -11.5699 -11.3496 -32.5151 -0.7 0.4 0.7 0.49
H -10.5509 -10.2527 -34.2321 0.0 0.3 -0.5 0.49
H -9.4707 -10.1688 -32.9482 0.7 0.8 0.4 0.17
H -8.2841 -9.1981 -35.0241 0.0 -1.0 0.1 0.28
H -8.6533 -10.7969 -35.8520 0.2 0.7 0.4 0.31
H -7.0841 -10.5438 -33.3231 0.8 0.8 1.7 0.72
H -6.3438 -10.8903 -34.8632 1.3 0.2 -0.7 0.79
H -6.2865 -13.4282 -35.5710 -0.6 -0.5 0.4 0.23
H -7.6160 -14.4871 -34.8581 0.4 -0.6 0.4 0.54
H -7.9309 -13.2931 -35.9763 -1.3 0.9 -1.3 0.52
H -5.9735 -12.3626 -32.0870 -0.5 -0.1 -0.8 -0.14
H -5.8795 -13.9309 -32.7710 -0.5 -0.5 -0.5 0.79
H -5.1821 -12.5442 -33.6448 -0.4 -0.4 0.2 0.20
H -9.7355 -12.9372 -35.4341 -0.2 -0.5 0.1 0.31
H -11.2669 -12.2302 -35.0960 -0.1 -0.5 0.4 0.37
H -10.8678 -13.8094 -34.2664 0.2 0.2 -0.7 0.41
H -8.6590 -13.8698 -31.7150 0.4 -0.6 2.3 0.54
C -3.9885 -12.0143 -24.3464 -0.8 0.0 1.4 0.35
O -4.1150 -12.8867 -25.1971 0.2 0.0 -0.8 0.01
N -4.8746 -11.9501 -23.2952 -0.1 -0.8 -0.6 -0.37
N -2.9239 -11.1493 -24.3535 -0.3 -0.8 -0.7 0.02
H -5.5358 -12.7534 -23.1514 0.7 1.0 -0.4 0.15
H -4.7928 -11.2239 -22.6172 0.0 0.1 0.4 0.19
H -2.7883 -10.3268 -23.8191 -0.3 0.4 0.6 0.21
H -2.4266 -11.1819 -25.2174 0.4 0.1 -0.3 -0.29
C 2.2947 -16.7031 -30.5036 -1.1 0.5 0.7 -1.29
C 0.8737 -16.9944 -30.9936 -1.2 0.4 -0.7 1.98
C 0.6506 -18.4927 -31.0850 -0.1 2.0 0.9 -2.13
O -0.6858 -18.7479 -31.3643 -0.6 -1.9 -0.2 0.33
C -0.8307 -20.1901 -31.5885 0.0 1.0 -0.3 -1.18
N -0.1852 -16.3900 -30.1100 0.2 -0.1 -0.1 1.68
H 2.2558 -16.8277 -29.3818 0.5 0.4 -1.1 0.22
H 2.5166 -15.6874 -30.8520 0.3 -0.1 0.7 0.06
H 3.0536 -17.3489 -30.9406 -0.2 -0.2 0.0 0.47
H 0.7043 -16.6076 -32.0139 0.5 0.0 0.2 -0.80
H 0.8842 -18.8542 -30.1098 0.4 -0.9 0.9 0.51
H 1.3260 -18.8393 -31.8333 0.5 -0.8 -0.7 0.58
H -0.3464 -20.8262 -30.8314 -0.1 0.6 0.2 0.34
H -0.3193 -20.3839 -32.5402 -0.4 -0.3 0.0 0.38
H -1.9009 -20.4121 -31.6045 0.3 0.1 -0.2 0.24
H -0.0207 -15.4026 -29.9004 0.2 -0.3 -0.3 -0.46
H -1.1383 -16.4624 -30.5131 1.0 0.0 0.1 -0.72
C 1.3164 -13.5508 -32.1117 0.2 -1.2 -0.4 -0.68
C 1.4564 -12.7595 -33.4156 0.7 -0.5 1.0 0.83
C 2.5849 -13.3054 -34.3415 -2.3 -0.7 1.4 -1.55
O 2.2027 -14.6787 -34.5784 0.8 0.9 -0.5 0.01
C 2.8914 -15.1014 -35.7315 -1.5 -1.1 -1.4 -1.13
N 0.1318 -12.6933 -33.9333 -0.3 1.5 -0.5 0.08
H 0.7234 -13.0182 -31.4101 -0.2 1.0 0.8 -0.81
H 2.2651 -13.8434 -31.7055 0.7 0.3 0.5 0.70
H 0.7712 -14.5097 -32.1568 0.1 0.3 -0.9 0.27
H 1.7082 -11.7445 -33.1304 0.4 0.3 0.0 -0.11
H 3.5237 -13.2486 -33.8142 0.6 -0.1 0.2 0.48
H 2.6448 -12.7237 -35.2520 -0.1 0.0 -0.5 0.55
H 3.9422 -14.9543 -35.6258 1.0 -0.1 0.0 0.44
H 2.5277 -14.5625 -36.6338 0.3 0.2 0.4 0.39
H 2.6454 -16.1596 -36.0123 0.3 0.7 0.9 0.20
H -0.1196 -13.5549 -34.3322 -0.5 -1.4 -0.7 -0.23
H 0.0799 -11.9779 -34.6445 -0.2 0.0 -0.3 0.29
C -2.1738 -7.9414 -25.8167 0.6 -0.6 0.4 -1.21
C -1.9522 -6.4486 -25.6391 0.8 -0.6 -1.9 3.14
C -2.9875 -5.8359 -24.7561 0.9 0.4 0.4 -1.68
O -4.3000 -5.9831 -25.2323 0.5 0.2 0.8 0.06
C -5.1757 -5.4749 -24.2415 -0.7 -0.2 -0.5 -0.97
N -0.6304 -6.0660 -25.1071 0.3 -0.9 0.6 -0.79
H -1.4657 -8.4107 -26.5317 -0.1 0.3 0.6 0.11
H -3.1476 -8.1261 -26.2340 -0.6 0.0 0.0 0.04
H -2.1087 -8.4418 -24.8257 0.1 0.1 -0.5 0.34
H -1.9962 -6.0490 -26.6930 -0.1 0.1 1.3 -1.89
H -2.6479 -4.8114 -24.6422 -0.5 0.8 -0.2 0.64
H -2.8353 -6.1984 -23.7219 -0.4 -0.6 -0.1 0.47
H -4.8967 -4.5038 -23.8778 0.5 0.7 0.1 0.40
H -5.2787 -6.1229 -23.3741 0.2 -0.4 0.1 0.31
H -6.1321 -5.3629 -24.7160 -0.6 -0.1 -0.2 0.18
H -0.4788 -6.5889 -24.2169 -0.1 0.6 -0.9 0.38
H 0.1254 -6.3804 -25.7347 -0.6 0.2 0.3 0.22
C 2.2056 -15.5239 -26.2416 -0.3 0.0 0.5 -0.97
C 2.1681 -15.5640 -24.7323 0.0 0.7 0.2 1.00
C 0.6756 -15.5627 -24.2955 -0.3 -0.1 0.6 -0.40
O -0.0036 -14.3078 -24.5378 1.3 -0.7 0.0 -0.44
C -1.3776 -14.4574 -24.7734 0.1 -2.9 1.0 0.61
N 2.8690 -16.7395 -24.2466 -1.0 -1.6 -0.2 -0.76
H 1.7769 -16.4401 -26.5774 -0.7 -0.9 -0.4 0.42
H 3.1989 -15.5286 -26.6794 0.1 0.7 0.1 0.45
H 1.5107 -14.7323 -26.5105 0.4 0.3 -0.7 -0.05
H 2.7366 -14.7114 -24.3413 -0.5 0.2 0.1 -0.53
H 0.5964 -15.7507 -23.1513 0.0 -0.1 -1.8 0.15
H 0.2122 -16.3896 -24.9363 0.2 0.8 1.1 0.25
H -1.5350 -14.8311 -25.7945 -0.2 0.1 0.2 -0.34
H -1.8174 -13.5121 -24.6306 -0.7 0.9 0.1 -0.25
H -1.8171 -15.2587 -24.0262 0.6 1.6 -1.3 0.33
H 2.4830 -17.5573 -24.7720 0.6 0.7 0.3 0.34
H 2.5096 -16.9405 -23.3138 0.4 0.1 0.2 0.31
C -7.8588 -15.0397 -28.1904 0.5 -0.1 0.7 -1.51
C -8.6965 -13.8837 -28.6644 -1.4 -0.3 0.4 0.16
C -8.9111 -12.7914 -27.6095 0.8 -2.8 2.0 -0.31
O -9.4682 -13.4841 -26.4253 0.7 0.9 -1.4 -0.45
C -9.4159 -12.5999 -25.3430 -0.4 -0.1 0.5 -0.53
N -8.2215 -13.3834 -29.9199 1.7 2.5 -0.6 0.28
H -6.9005 -14.7811 -27.7242 0.1 0.4 -0.6 -0.15
H -7.7406 -15.7694 -28.9663 0.4 -0.1 -0.8 0.51
H -8.3113 -15.6100 -27.4164 -1.0 -0.2 0.8 0.56
H -9.7045 -14.2751 -28.9259 0.3 0.0 0.5 0.36
H -9.5623 -11.9961 -27.8271 -1.1 1.0 -0.9 0.73
H -7.9643 -12.3774 -27.2714 0.5 0.2 -0.3 0.01
H -10.0705 -11.7212 -25.5134 0.4 -0.1 0.1 0.28
H -8.3783 -12.2927 -25.0859 -0.5 0.0 -0.2 0.08
H -9.8508 -13.1621 -24.5198 0.1 0.2 0.4 0.32
H -8.7336 -12.4979 -30.0444 0.2 -0.4 -0.5 -0.07
H -7.2303 -13.0080 -29.8489 -1.2 -0.9 0.1 -0.40
C 4.1704 -12.1269 -24.1981 2.4 -1.2 -0.6 -1.88
C 3.4352 -11.1310 -25.0300 -0.6 -0.6 0.2 0.96
C 2.4471 -11.8918 -25.8879 -0.7 -1.8 0.2 -0.53
O 1.5708 -11.0730 -26.6568 -0.1 -0.1 0.5 0.21
C 0.5609 -11.8510 -27.2950 1.8 -1.0 -0.5 -0.16
N 2.6072 -10.2552 -24.2010 0.9 -0.3 0.5 -0.75
H 5.0344 -11.7341 -23.6421 -0.5 0.4 0.0 0.47
H 4.6889 -12.9010 -24.8289 -0.6 0.6 0.2 0.33
H 3.5859 -12.6817 -23.5255 -1.1 -0.5 1.0 0.44
H 4.2279 -10.6813 -25.6041 0.0 0.9 -0.7 0.03
H 1.8318 -12.4720 -25.1580 0.1 0.4 -0.3 -0.01
H 2.9181 -12.7200 -26.4899 0.0 1.0 0.0 0.39
H 1.0931 -12.3396 -28.1394 -0.5 -0.4 0.2 0.12
H -0.1670 -11.2319 -27.7538 -0.6 0.9 0.0 -0.35
H 0.0803 -12.6243 -26.6707 0.3 0.4 0.1 0.32
H 2.3273 -9.5287 -24.8044 -0.9 1.1 -0.7 0.20
H 3.1516 -9.7954 -23.4824 0.2 -0.1 0.1 0.29
C -7.0031 -8.7351 -25.9141 -0.6 0.5 0.8 -1.37
C -7.6142 -7.7550 -26.9451 1.3 0.1 0.7 2.24
C -8.3304 -8.4984 -28.0039 -1.6 -0.2 -0.2 0.24
O -8.7695 -7.5737 -28.9988 0.9 -0.4 0.1 -0.41
C -9.3438 -8.2143 -30.1092 -1.6 -0.2 0.2 -0.69
N -8.3772 -6.6847 -26.3100 1.0 -0.4 0.5 -0.66
H -7.6949 -9.4110 -25.4181 -0.8 0.2 0.0 0.44
H -6.4950 -8.2113 -25.0944 0.0 0.1 -0.4 0.23
H -6.3172 -9.4377 -26.3307 0.8 -0.2 -0.8 0.04
H -6.7274 -7.3352 -27.4392 -0.2 0.4 0.0 -1.24
H -9.1982 -9.0738 -27.5469 0.6 0.5 -0.6 0.20
H -7.6507 -9.1914 -28.4621 0.4 -0.7 -0.3 -0.37
H -9.5910 -7.4448 -30.8467 0.1 -0.2 0.1 0.41
H -10.2802 -8.6566 -29.7277 -0.2 0.0 -0.5 0.38
H -8.8403 -9.0643 -30.6071 0.7 0.5 0.4 0.04
H -8.9128 -7.0629 -25.5607 -0.5 -0.2 0.6 0.29
H -8.9975 -6.1848 -26.9064 -0.3 0.2 -0.8 0.25
C -5.8650 -15.9033 -25.0154 0.4 0.8 1.1 -1.02
C -5.8786 -15.7466 -23.4790 -0.8 -0.4 -2.5 0.58
C -4.5025 -15.5387 -23.0268 1.0 0.4 2.2 0.80
O -4.6472 -15.5361 -21.5869 0.1 -0.3 -0.5 -0.45
C -3.5814 -14.9945 -20.8705 0.6 -0.4 -0.1 -0.62
N -6.7440 -14.6022 -23.1288 -0.4 -0.8 0.5 -0.68
H -6.8577 -15.6608 -25.3652 -0.1 0.1 -0.6 0.20
H -5.6360 -16.9188 -25.2515 0.2 -0.7 -0.4 0.50
H -5.0779 -15.2320 -25.3909 -0.6 -0.1 -0.4 -0.15
H -6.2717 -16.6888 -23.1025 0.0 -0.1 0.5 0.35
H -4.1229 -14.5500 -23.3022 -0.1 -0.1 -0.4 -1.09
H -3.7600 -16.2911 -23.3660 -0.5 0.1 0.2 0.37
H -3.9238 -14.9020 -19.8594 -0.2 0.1 0.7 0.29
H -3.3308 -13.9745 -21.2151 0.3 -0.4 -0.1 0.21
H -2.7158 -15.7054 -20.8400 -0.3 0.8 -0.3 0.23
H -7.0314 -14.8088 -22.1768 0.3 0.5 0.4 0.26
H -7.6270 -14.7849 -23.6050 0.1 0.4 -0.4 0.21
C -2.0830 -19.3989 -26.3589 -0.5 0.1 0.6 -1.17
C -1.6848 -18.7128 -27.7100 -0.2 -0.4 1.8 0.04
C -2.8751 -18.4307 -28.5622 -0.9 0.6 -1.3 0.87
O -3.5609 -19.6290 -28.8559 -0.3 -0.3 0.4 -0.51
C -4.7165 -19.4015 -29.6185 0.5 1.5 -1.4 -0.33
N -0.9322 -17.5149 -27.3625 -0.4 1.7 -0.1 -0.07
H -2.6371 -18.6256 -25.7795 0.4 -0.3 -0.1 0.05
H -1.1949 -19.7083 -25.7308 -0.8 0.4 -0.9 0.31
H -2.8084 -20.2527 -26.4114 0.8 0.6 -0.4 0.29
H -1.0666 -19.3981 -28.2443 0.8 -0.4 -0.5 0.29
H -2.6486 -17.9394 -29.5573 0.3 -0.3 0.9 -0.30
H -3.5306 -17.7125 -28.0403 -0.2 -0.1 0.1 0.07
H -5.2692 -18.5098 -29.2628 -0.2 -0.6 0.3 0.17
H -5.3264 -20.2909 -29.6999 -0.1 -0.1 0.3 0.38
H -4.4364 -19.0783 -30.6640 -0.1 -0.5 0.6 -0.05
H -0.5422 -17.0906 -28.2088 0.3 -0.5 -0.1 0.19
H -1.5693 -16.7186 -27.0898 0.4 -1.4 0.1 -0.37
```
Positions in Å, forces in eV/Å.